DFT (ωB97M-V/def2-TZVPD) results for a 7-piece molecular cluster, C33H47N7O12 overall at a distorted geometry.

The calculation puts the frontier orbital gap at 3.529 eV. The energy above the lowest of the compared OMol25 structures with the same formula, charge and spin comes out at 221.7 kJ/mol. As for the total energy: -69949.4782 eV.

Geometry as ORCA input:
```
! wB97M-V def2-TZVPD RIJCOSX def2/J DEFGRID3
* xyz 0 1
C -0.6102 -0.7080 3.6260
C -0.3082 0.7910 3.5000
C -1.6702 1.5720 3.2140
C -2.6302 1.6700 4.4240
C -1.8312 2.5500 5.4930
C -0.6512 1.8300 5.9970
N 0.2028 1.3510 4.7990
O 1.4748 1.1470 4.9460
C -1.0332 0.6300 6.9030
C 0.2968 2.6770 6.8670
C 0.6498 1.2020 2.3970
H -0.9302 -1.1910 2.6030
H -1.2322 -0.8840 4.3720
H 0.3168 -1.5540 3.9170
H -2.1432 0.8790 2.3740
H -1.5182 2.7890 2.8090
H -3.0542 0.7600 4.7030
H -3.5392 2.1600 3.9270
H -2.3962 2.8490 6.3300
H -1.6472 3.4460 5.0570
H -1.2852 0.9590 7.8880
H -0.1622 -0.0960 7.1720
H -1.7392 -0.1990 6.7010
H 1.1328 2.1470 7.3180
H -0.1732 3.3150 7.4440
H 0.7938 3.4460 6.0820
H 1.0658 2.3590 2.1850
H 0.4168 0.6800 1.3950
H 1.5758 0.3870 2.4680
N -1.5462 0.5350 -0.7330
O -2.1112 -0.1010 0.2390
O -0.8972 -0.1170 -1.5520
O -2.0152 1.6030 -1.1890
C 3.0638 2.1670 -1.1700
C 4.2028 2.9930 -1.6760
C 4.0068 3.6740 -3.1010
C 2.7378 3.4620 -3.9410
C 1.5918 2.5560 -3.2450
C 1.8408 2.1450 -1.7830
N 2.4858 4.0270 -5.2940
O 1.4818 3.5890 -5.8460
O 3.3058 4.7860 -5.6900
H 3.3418 1.5920 -0.0130
H 5.0718 3.0960 -1.1330
H 4.7578 4.3570 -3.5870
H 0.6048 2.4390 -3.4700
H 0.8548 1.6720 -1.3450
C 1.6838 -0.7340 -4.0480
C 3.0688 -0.7770 -3.3530
C 4.3178 -0.9070 -4.1960
C 4.1668 -1.2120 -5.6290
C 2.7788 -1.0850 -6.3050
C 1.6278 -0.9370 -5.4010
N 5.2928 -1.4500 -6.5520
O 6.5208 -1.5150 -6.1090
O 5.0198 -2.0630 -7.5810
H 0.8248 -0.4590 -3.5300
H 3.0908 -0.8250 -2.2540
H 5.3508 -0.9890 -3.7410
H 2.7668 -1.1370 -7.4550
H 0.7998 -0.6790 -5.8710
C -2.6672 -3.3930 1.8460
C -3.1212 -3.9590 0.4370
C -2.7762 -5.5050 0.0870
C -2.1102 -6.3020 1.1620
C -1.6922 -5.6160 2.4790
C -1.9872 -4.2250 2.7560
N -1.6872 -7.6860 0.8970
O -1.1602 -8.4370 1.8270
O -2.0472 -8.1580 -0.1860
H -2.7772 -2.3960 1.8490
H -3.6012 -3.3720 -0.4560
H -2.9622 -5.9460 -0.8940
H -1.2302 -6.0660 3.2900
H -1.7172 -3.7470 3.6760
C -4.5372 3.8030 -5.7910
O -5.6902 3.5060 -6.1380
N -4.1772 3.6100 -4.5060
C -2.7442 3.9080 -4.1970
C -4.8032 3.0080 -3.3720
H -3.9362 4.2470 -6.3450
H -1.9022 3.0270 -3.8250
H -2.6232 4.6800 -3.6470
H -2.2362 4.2190 -5.2170
H -4.1652 3.1670 -2.3890
H -4.9452 1.8690 -3.4460
H -5.8692 3.3760 -3.3010
C 2.9858 -2.0530 1.0050
O 3.1358 -1.1030 0.2270
N 1.7508 -2.7310 1.0940
C 1.6398 -3.8710 1.9330
C 0.6348 -2.3980 0.1620
H 3.7238 -2.3100 1.8140
H 0.9918 -3.7800 2.7430
H 2.5288 -4.0090 2.5330
H 1.1868 -4.7370 1.4470
H 0.3288 -3.4660 -0.0380
H 0.9468 -2.0100 -0.5840
H -0.1482 -1.8130 0.7120
*
```

***

DFT (ωB97M-V/def2-TZVPD) results for a 2-piece molecular cluster, C15H19BrN2O5 overall at a distorted geometry.

The calculation puts the frontier orbital gap at 9.187 eV. The energy above the lowest of the compared OMol25 structures with the same formula, charge and spin comes out at 19.4 kJ/mol. As for the structure (SMILES): CNC(=O)[C@@H]1CCCN1C(C)=O.O=C(O)c1ccc(O)c(Br)c1. As for the total energy: -99125.1790 eV.

Geometry as ORCA input:
```
! wB97M-V def2-TZVPD RIJCOSX def2/J DEFGRID3
* xyz 0 1
C -5.3877 -0.7174 1.7811
N -3.9368 -0.8877 1.7952
C -3.0599 0.0592 1.4405
O -3.4358 1.1798 1.1038
C -1.5520 -0.2847 1.4311
C -0.8184 0.3353 0.2365
C -0.8913 -0.7700 -0.8138
C -0.6657 -2.0212 0.0314
N -1.2308 -1.7185 1.3415
C -1.3948 -2.6047 2.3408
C -0.9254 -4.0354 2.1492
O -1.9356 -2.3040 3.3978
H -5.8821 -1.6871 1.8453
H -5.6915 -0.2184 0.8587
H -5.6915 -0.0988 2.6267
H -3.5578 -1.7383 2.1888
H -1.1295 0.1167 2.3526
H -1.2602 1.2677 -0.1159
H 0.2188 0.4957 0.5218
H -0.1316 -0.6559 -1.5839
H -1.8881 -0.7955 -1.2568
H -1.1551 -2.8796 -0.4301
H 0.4051 -2.2048 0.1315
H -1.1046 -4.5917 3.0686
H -1.4796 -4.4960 1.3341
H 0.1400 -4.0412 1.9288
O 2.0228 -0.3918 -3.0598
C 2.8982 0.4036 -3.3603
O 3.6205 0.2967 -4.4973
C 3.1890 1.5249 -2.4475
C 4.1882 2.4664 -2.7513
C 4.4552 3.5243 -1.8759
C 3.7348 3.6639 -0.6919
O 4.0137 4.7036 0.1472
C 2.7346 2.7414 -0.3721
Br 1.7269 2.9149 1.2476
C 2.4722 1.6820 -1.2477
H 3.2759 -0.4962 -4.9349
H 4.7650 2.3823 -3.6698
H 5.2274 4.2491 -2.1133
H 3.4192 4.6628 0.9146
H 1.6982 0.9686 -0.9927
*
```

***

DFT (ωB97M-V/def2-TZVPD) results for a 14-piece molecular cluster, C12H52O14 overall at a distorted geometry.

The calculation puts the frontier orbital gap at 9.198 eV. The energy above the lowest of the compared OMol25 structures with the same formula, charge and spin comes out at 39.9 kJ/mol. As for the total energy: -41953.1888 eV.

Geometry as ORCA input:
```
! wB97M-V def2-TZVPD RIJCOSX def2/J DEFGRID3
* xyz 0 1
O 1.4664 -1.8598 3.3670
H 0.9587 -2.5246 3.8322
H 2.3425 -2.2374 3.2898
O -1.0605 -3.3582 -1.7580
H -1.9047 -3.1542 -1.3556
H -0.7032 -4.0653 -1.2208
O -4.1539 1.0463 -1.3633
H -4.5887 0.6766 -0.5949
H -4.0994 1.9843 -1.1802
O -1.4559 -1.8221 2.8052
H -0.9196 -2.1009 3.5474
H -0.8352 -1.7269 2.0828
O 0.8193 -3.8767 0.2076
H 0.5639 -2.9704 0.3796
H 1.7435 -3.8236 -0.0358
O -4.0521 -1.7503 1.7561
H -3.1814 -1.6206 2.1321
H -4.4078 -2.5029 2.2285
O -0.4531 -1.9352 -4.0261
H -0.6908 -2.5076 -3.2966
H -1.0497 -1.1904 -3.9511
O 3.5152 -2.1143 -2.4885
H 3.9932 -1.3391 -2.1940
H 4.1100 -2.5438 -3.1033
O 2.0558 -0.6349 -4.5575
H 2.5465 -0.9760 -3.8098
H 1.2078 -1.0763 -4.5096
O -3.4995 -2.8103 -0.7684
H -3.9427 -3.6448 -0.6154
H -3.6599 -2.3039 0.0278
C -1.8004 1.7851 -4.4164
C -2.9759 0.7681 -4.4672
C -3.0204 0.0364 -5.8521
O -2.7283 -0.1840 -3.4955
H -1.7001 2.2653 -3.4431
H -1.8665 2.5868 -5.1519
H -0.8220 1.3409 -4.5997
H -3.9274 1.2461 -4.2342
H -2.0021 -0.2544 -6.1101
H -3.3752 0.6765 -6.6599
H -3.6544 -0.8461 -5.9382
H -2.8828 0.2279 -2.6422
C 3.3045 2.9484 -0.3151
C 2.8963 2.5865 1.1310
C 3.8142 3.3705 2.0503
O 1.5930 3.0261 1.4054
H 3.4692 4.0087 -0.5070
H 2.5551 2.5565 -1.0028
H 4.2079 2.3662 -0.4965
H 2.9869 1.5079 1.2596
H 3.4531 3.4086 3.0780
H 3.8138 4.4277 1.7852
H 4.8213 2.9566 2.1009
H 1.4040 2.8147 2.3226
C 1.2567 -0.3722 -0.9373
C 0.2235 -0.2137 0.1953
C -1.1572 -0.0364 -0.3987
O 0.2239 -1.4120 0.8869
H 1.1896 0.4575 -1.6410
H 1.0672 -1.2826 -1.5060
H 2.2384 -0.3326 -0.4653
H 0.4245 0.6212 0.8666
H -1.8882 0.3371 0.3184
H -1.6142 -0.9850 -0.6806
H -1.2400 0.6099 -1.2725
H 0.9030 -1.3597 1.5634
C 0.2816 0.3692 5.7587
C 0.7449 1.4750 4.8065
C 1.2953 2.7568 5.3735
O 1.6951 1.0234 3.9051
H -0.5317 0.7200 6.3939
H 1.0970 0.0088 6.3860
H -0.0432 -0.5205 5.2193
H -0.1404 1.7735 4.2451
H 1.3443 3.5992 4.6835
H 2.2963 2.7403 5.8046
H 0.6792 3.0159 6.2346
H 1.4255 0.1434 3.6321
*
```

***

DFT (ωB97M-V/def2-TZVPD) results for a 2-piece molecular cluster, C6H17N2 overall at a distorted geometry.

The calculation puts the frontier orbital gap at 9.974 eV. The energy above the lowest of the compared OMol25 structures with the same formula, charge and spin comes out at 99.9 kJ/mol. As for the total energy: -9470.9988 eV.

Geometry as ORCA input:
```
! wB97M-V def2-TZVPD RIJCOSX def2/J DEFGRID3
* xyz 1 1
C -2.1230 1.2325 -1.2856
N -3.5724 1.3213 -1.3791
C -1.7839 1.0665 0.1867
N -0.2966 1.0291 0.4154
H -1.6793 2.1556 -1.6529
H -1.6857 0.3868 -1.8342
H -3.8354 1.6361 -2.3021
H -3.9743 0.4038 -1.2593
H -2.1839 0.1353 0.5844
H -2.1917 1.8840 0.7767
H -0.1007 0.9234 1.4044
H 0.2583 0.3233 -0.0972
H 0.0849 1.9444 0.1481
C 1.6869 -2.3547 -1.0196
C 1.4172 -1.6230 0.2634
C 2.2572 -0.6951 0.7444
C 2.2064 -0.0465 2.0979
H 2.5915 -2.0170 -1.5204
H 1.7669 -3.4262 -0.8334
H 0.8577 -2.2436 -1.7256
H 0.5568 -1.9782 0.8272
H 3.1030 -0.4477 0.1118
H 1.2940 -0.3005 2.6420
H 3.0608 -0.3518 2.7003
H 2.2856 1.0421 2.0064
*
```

***

DFT (ωB97M-V/def2-TZVPD) results for one molecule with the formula C7H4N2 at a distorted geometry.

The calculation puts the frontier orbital gap at 7.482 eV. The energy above the lowest of the compared OMol25 structures with the same formula, charge and spin comes out at 358.1 kJ/mol. As for the total energy: -10296.3598 eV.

Geometry as ORCA input:
```
! wB97M-V def2-TZVPD RIJCOSX def2/J DEFGRID3
* xyz 0 1
C -0.0831 2.5010 -0.3260
C -1.2650 1.8844 0.0438
C 0.6040 0.5168 -0.2153
C 1.3229 -3.3761 0.5606
C -0.7100 -0.8071 -0.2105
C 1.2665 -2.2242 0.2400
C 0.7246 -0.9085 0.0054
N 1.0816 1.6666 -0.4114
N -0.7948 0.6069 0.3714
H 0.0639 3.5689 -0.5887
H -2.2274 2.4008 0.4547
H 1.4728 -4.3730 0.7849
H -1.4558 -1.4563 -0.7089
*
```